1.
Density functional theory data (wB97M-V/def2-TZVPD) for a 10-piece molecular cluster, C42H62F4N6O6 overall.

```
120
Properties=species:S:1:pos:R:3:mulliken_charge:R:1
H 0.149 1.792 1.891 -0.471
C -4.176 0.394 0.141 -0.978
C -0.431 3.493 -1.517 0.443
C 0.372 -0.202 0.983 0.078
C -0.235 0.774 1.963 0.316
H -0.712 -1.825 -6.248 0.462
H 1.986 6.116 3.727 0.323
H -0.761 5.574 -1.260 0.262
C -2.441 -5.510 -2.685 -0.586
C -4.551 -1.827 1.157 0.773
H 4.969 -7.070 -3.155 0.358
H 1.011 -1.201 -1.444 -0.202
H 0.147 5.113 -2.741 0.485
C 0.173 1.427 -6.120 -0.495
C 3.781 2.580 -0.337 0.010
H -1.041 -4.705 1.547 -0.142
H -0.143 0.373 2.973 0.268
H -3.951 -3.375 2.510 0.258
C -0.687 2.357 5.194 0.055
C -3.060 -4.588 -3.526 -0.655
H 3.040 3.256 -0.737 0.548
H 2.838 7.151 2.590 0.362
C 3.891 -7.047 -2.997 -0.910
H 3.387 -7.362 -3.911 0.283
H 2.765 2.496 1.491 0.376
H -3.070 -2.183 4.627 0.435
O -0.124 2.883 -0.498 -0.485
H -2.884 -3.235 1.194 -0.283
N 0.995 0.380 -0.045 1.445
O -1.859 -4.513 4.252 -0.736
C 1.588 -0.332 -1.132 -0.388
C -2.000 -2.813 -2.301 -0.181
H 0.416 -3.724 2.099 0.101
H -2.718 1.578 -2.863 0.439
C -2.194 -1.622 4.304 -1.044
H 1.080 7.270 2.637 0.307
H 1.745 -3.920 -0.474 -0.136
C 1.920 6.584 2.745 -1.282
C 1.709 0.116 -4.847 0.462
H -0.819 -3.419 -0.574 0.639
C 5.636 1.112 -0.665 -0.200
H -1.317 3.532 -3.306 0.259
F -1.626 -1.520 -2.152 0.123
C -0.083 3.311 6.016 -0.615
H -3.271 -2.475 -3.929 0.456
H -4.464 -4.016 0.906 0.377
H -3.617 3.847 4.518 0.440
C -0.483 0.278 -6.537 -0.648
H -1.022 5.467 1.938 0.391
C -0.791 4.466 6.430 -0.713
H 1.761 2.290 -5.049 0.481
C -0.016 4.900 -1.684 -1.244
N -3.798 -0.928 0.533 0.423
H -0.240 4.867 3.392 0.350
H -5.028 0.770 0.709 0.366
H 2.613 -0.596 -0.870 0.169
O 1.663 -6.310 -1.456 -0.667
H 0.092 -5.231 2.820 0.489
H 0.821 3.863 0.863 -0.440
C -2.096 4.624 5.903 -0.361
H -1.729 1.133 -1.596 -0.232
H -3.695 -4.915 -4.336 0.429
H 0.917 5.093 -1.154 0.162
N -1.130 2.971 -2.487 -0.001
C -1.218 -3.770 3.453 0.600
H -2.627 -0.809 3.722 0.207
H -2.950 -1.371 0.208 -0.395
H -0.334 5.184 7.096 0.430
F -2.498 1.683 3.763 -0.238
H 1.635 -3.447 -2.240 -0.074
C 5.506 0.599 0.612 -0.666
H -1.134 0.930 -3.200 0.080
C 4.470 1.081 1.451 -0.555
H -1.292 0.805 1.700 -0.065
H -2.657 -6.567 -2.752 0.386
O -5.674 -1.586 1.509 -0.711
C -2.652 3.694 4.977 -0.338
F 4.939 2.593 -2.410 -0.322
H -0.171 1.441 4.948 0.361
C 0.951 -1.045 -5.094 -0.484
H -1.313 0.330 -7.226 0.377
C 2.437 -5.416 -1.863 0.365
C -1.640 -5.130 -1.624 -0.845
C 3.584 2.073 0.928 -0.182
H -1.178 -5.889 -1.011 0.416
C -0.387 4.672 2.329 -1.042
H 0.882 1.363 -0.246 -0.523
H -0.060 2.400 -6.527 0.439
H 0.906 3.114 6.403 0.423
H 6.117 -0.245 0.897 0.384
C -3.948 -3.212 1.432 -0.394
H 4.067 -4.908 -2.925 0.249
H -3.325 1.065 0.258 0.249
C -1.942 2.562 4.662 0.211
H -0.688 -1.964 2.822 0.183
O 0.166 -1.394 1.117 -0.847
H -2.671 5.521 6.079 0.355
C 4.813 2.135 -1.178 -0.198
H 6.356 0.591 -1.278 0.386
H 3.067 -3.297 -1.324 0.565
H -0.913 3.727 2.190 0.158
C -0.415 -4.374 2.375 -0.463
C -0.155 -0.941 -5.971 -0.371
C -1.672 1.632 -2.564 -0.471
C -1.463 -3.747 -1.376 0.480
C 2.206 -3.952 -1.461 -0.121
H -4.506 0.405 -0.898 0.300
H 1.307 -1.969 -4.664 0.462
N -1.287 -2.415 3.498 0.097
N 3.497 -5.688 -2.630 -0.161
F 2.916 0.144 -4.220 -0.347
C -2.858 -3.233 -3.280 -0.640
C 1.790 5.461 1.652 0.817
O 2.608 5.457 0.778 -0.584
H 3.741 -7.792 -2.216 0.294
H -1.707 -1.182 5.174 0.337
H 1.608 0.334 -1.995 0.248
C 1.332 1.335 -5.315 -0.335
N 0.795 4.571 1.583 0.782
H 4.437 0.676 2.452 0.420
```

LUMO energy: 0.1 eV
gap between HOMO and LUMO: 8.90 eV
calculated total energy: -76657.0384 eV
spin multiplicity: 1
SMILES string: Fc1ccccc1.Fc1ccccc1.Fc1ccccc1.Fc1ccccc1.CNC(C)=O.CNC(C)=O.CNC(C)=O.CNC(C)=O.CNC(C)=O.CNC(C)=O


2.
Density functional theory data (wB97M-V/def2-TZVPD) for one molecule with the formula C5H9NO.

```
16
Properties=species:S:1:pos:R:3:mulliken_charge:R:1
H -3.089 0.940 -0.929 0.309
H 3.297 1.324 0.225 0.249
C -1.059 0.030 0.355 0.134
H -1.279 1.260 -1.208 0.346
C -1.862 -1.107 0.712 0.150
H 3.053 -0.205 1.101 0.292
N -2.610 -1.983 0.816 -0.481
H 2.946 -0.170 -0.678 0.302
O 1.342 0.746 0.311 -0.303
C 0.483 -0.377 0.304 -0.653
H -1.085 0.794 1.161 0.245
H -2.212 -0.187 -1.935 0.282
C 2.716 0.395 0.238 -0.701
C -2.057 0.548 -1.110 -0.927
H 0.725 -0.993 1.201 0.380
H 0.690 -1.015 -0.565 0.376
```

LUMO energy: 0.8 eV
gap between HOMO and LUMO: 11.12 eV
calculated total energy: -8865.8583 eV
ΔE to the lowest compared entry with this formula, charge and spin: 3.354 eV
spin multiplicity: 1
SMILES string: COC[C@@H](C)C#N


3.
Density functional theory data (wB97M-V/def2-TZVPD) for one molecule with the formula C9H12N2O3.

```
26
Properties=species:S:1:pos:R:3:mulliken_charge:R:1
N -2.128 -1.293 -0.600 1.141
C -1.130 -0.939 0.397 -0.336
H 2.373 -0.064 -1.297 0.492
O -3.281 -1.394 -0.243 -0.666
C 0.133 3.103 -0.476 -0.587
C 2.773 -2.021 0.448 -0.840
H 0.733 -0.934 -1.539 0.324
C -0.723 0.488 0.082 0.314
C 0.994 2.060 -0.712 -0.723
C -1.133 2.848 -0.041 -0.644
H 2.370 -2.757 -0.183 0.386
H -2.686 -1.086 1.679 0.311
H 0.328 4.137 -0.694 0.370
H 3.948 -1.939 0.261 0.245
C -1.549 1.601 0.285 -0.381
H -2.599 1.479 0.756 0.247
C 1.444 -0.444 -0.848 -0.972
H 2.007 2.141 -1.170 0.287
C 0.538 0.744 -0.480 0.908
H -1.479 -1.966 2.247 0.260
O -1.714 -1.377 -1.730 -0.597
H -1.904 3.554 0.101 0.415
H 2.712 -2.412 1.424 0.289
H -0.305 -1.551 0.263 0.693
O 1.950 -0.896 0.390 -0.313
N -1.672 -1.081 1.680 -0.622
```

LUMO energy: 0.2 eV
gap between HOMO and LUMO: 9.64 eV
calculated total energy: -18645.6385 eV
ΔE to the lowest compared entry with this formula, charge and spin: 5.265 eV
spin multiplicity: 1
SMILES string: COCc1ccccc1[C@@H](N)[N+](=O)[O-]


4.
Density functional theory data (wB97M-V/def2-TZVPD) for C22H44DyN3OP3S as an isolated structure.

```
75
Properties=species:S:1:pos:R:3:mulliken_spin:R:1
P -1.466 1.195 2.627 0.000
C 0.780 -0.901 -2.673 0.004
H -2.900 -0.761 2.413 0.000
H 0.298 2.941 -2.382 0.000
C 2.042 -3.061 -7.505 0.000
P -1.355 2.522 -0.696 0.006
H -3.523 0.594 1.430 0.000
C -1.071 0.599 4.328 0.000
H 3.931 0.584 1.644 0.000
H -2.661 2.803 4.026 -0.001
C -0.353 -2.685 -4.504 0.003
H -0.847 1.706 -2.925 0.001
C 3.625 1.378 2.338 -0.001
H 2.693 -1.500 -3.458 0.000
H -1.131 -0.498 4.360 0.000
H 2.902 -3.636 -7.142 0.000
H -1.369 3.432 -2.890 0.000
H -2.278 -2.012 -3.752 0.000
C -0.763 -4.426 1.513 0.000
H 1.171 4.238 2.690 0.001
H -1.131 4.198 1.109 0.001
H 0.110 4.392 -0.150 0.000
C -2.087 2.869 3.086 -0.005
H -1.575 4.867 -0.473 -0.001
H 0.623 -4.625 -7.222 0.000
H -1.777 1.027 5.061 0.000
C 0.080 -4.410 2.585 0.000
C 1.613 -1.675 -3.514 0.002
C -0.764 2.662 -2.394 -0.001
P 2.170 2.257 1.656 0.008
O 1.294 -1.108 2.391 0.031
C -0.939 -3.248 0.777 -0.006
H -0.016 -3.079 -8.044 0.000
H -1.235 3.547 3.243 0.000
C 1.648 -3.087 4.065 0.000
H 2.278 4.079 0.030 0.000
C -3.159 2.427 -0.748 -0.001
C -3.078 0.323 2.397 0.002
H -3.603 2.682 0.224 0.001
H 1.229 -2.353 4.760 0.000
C 1.842 3.434 3.021 -0.002
H -0.783 -3.356 -5.241 0.000
C 2.993 3.361 0.450 -0.001
N -0.254 -2.120 1.077 0.032
H -3.764 0.599 3.214 0.000
C 0.610 -2.173 2.124 0.006
H 1.360 2.912 3.859 0.000
S 1.517 0.297 -1.668 0.019
H -1.281 -0.362 -2.152 -0.005
H -1.936 -2.331 -0.780 0.001
H 3.404 2.769 -0.376 0.000
H -1.348 -5.293 1.227 0.000
H -0.046 0.902 4.587 0.000
C -1.195 -1.926 -3.675 -0.001
H 2.256 -2.088 -7.959 0.000
H 0.280 -5.242 3.270 0.000
C -0.938 4.119 0.033 -0.003
C 1.033 -2.564 -4.410 -0.002
C -0.636 -1.029 -2.750 0.006
H 4.468 2.070 2.486 0.000
H 2.630 -2.730 3.747 0.000
Dy 0.424 0.106 0.748 4.883
H -3.459 1.406 -1.015 -0.001
H 3.809 3.914 0.939 0.000
H 1.703 -4.070 4.521 0.000
N 0.755 -3.252 2.894 0.002
H 2.782 3.883 3.378 -0.001
H -2.735 3.284 2.301 0.000
H 1.671 -3.127 -5.087 0.000
H 3.367 0.905 3.295 0.000
C 0.813 -3.595 -7.548 0.000
H -1.052 1.059 -0.588 0.024
H -2.382 -3.966 -0.457 0.000
H -3.500 3.126 -1.523 0.000
N -1.816 -3.177 -0.224 0.000
```

LUMO energy (alpha / beta): -10.1 / -10.0 eV
gap between HOMO and LUMO (alpha / beta): 4.85 / 4.98 eV
calculated total energy: -92807.8775 eV
spin multiplicity: 6
total charge: +3